1.
{
  "formula": "C25H28NO2",
  "method": "the ωB97M-V functional and the def2-TZVPD basis",
  "elements": ["C", "H", "C", "C", "C", "C", "C", "N", "H", "C", "C", "H", "H", "H", "H", "H", "H", "H", "C", "C", "H", "H", "H", "C", "C", "C", "C", "H", "H", "C", "C", "H", "O", "O", "C", "C", "H", "H", "C", "H", "H", "C", "H", "H", "C", "H", "H", "C", "H", "C", "H", "H", "H", "C", "C", "H"],
  "xyz": [[-3.21989, 2.60335, 0.12206], [6.95712, -4.30862, 4.98669], [-0.81318, -0.80655, -0.81778], [-0.36665, 1.97361, -0.48949], [0.64208, -0.08799, 0.98624], [-2.47247, -1.91226, -2.19978], [-0.46282, 0.37045, 0.03673], [-2.50847, 3.09645, -1.10877], [-4.95169, 3.78204, 0.62949], [-0.71096, 2.95366, -2.81619], [-0.52864, -3.14857, -1.49362], [0.96487, 0.62539, 1.75480], [-1.38005, 0.73136, 0.67660], [-0.86030, 3.96355, -3.27673], [5.69039, -5.46616, 4.40562], [1.39899, 0.95104, -1.32376], [-3.45508, 2.77112, -3.04095], [4.13088, -1.25683, 4.71254], [0.78289, 2.62898, -2.67965], [2.80561, -1.18714, 2.98201], [1.70471, 2.60172, -0.71202], [-5.36124, 4.42756, -1.58672], [6.65598, -4.51904, 3.21450], [1.28629, -1.33599, 0.93167], [2.35091, -1.85555, 1.79927], [-1.31571, 2.63347, -1.45777], [-0.06790, -2.00415, -0.89375], [-3.24722, 4.50296, -2.59417], [-0.10061, -4.13838, -1.28506], [3.72518, -1.76828, 3.83598], [-1.70598, -3.08252, -2.25291], [-1.17677, 2.33183, -3.58145], [1.07255, -2.21907, -0.12013], [5.32381, -3.42366, 4.38284], [6.19807, -4.52076, 4.20741], [-3.47058, 3.49930, -2.19038], [1.20364, 2.05242, -3.51736], [-5.31589, 2.12851, 0.14553], [0.99103, 1.96341, -1.25205], [1.36474, 3.54912, -2.71848], [-2.11855, -3.97405, -2.72334], [2.84331, -3.16959, 1.59882], [-5.49930, 2.73736, -2.07713], [2.36106, -0.21716, 3.22084], [-2.05327, -0.81727, -1.44625], [-3.42313, -1.87387, -2.72798], [-3.14940, 1.49739, 0.16157], [3.76629, -3.77761, 2.46109], [2.45969, -3.76520, 0.79532], [-4.86845, 3.44585, -1.53686], [-2.69628, 0.07283, -1.36450], [-0.36599, 2.58968, 0.49215], [-2.73109, 3.02923, 1.00668], [-4.69181, 3.00100, -0.08334], [4.28330, -3.06527, 3.57355], [4.12592, -4.81308, 2.24834]],
  "total_charge": 1,
  "smiles": "COc1ccc(C2=C[C@@H]([C@H]3CCCC3=[N+]3CCCC3)c3ccccc3O2)cc1",
  "lumo_energy_ha": -0.142,
  "relative_energy_kj_mol": 115.0,
  "gap_ev": 6.12
}

2.
{
  "formula": "C53H56FGeN5O3W",
  "method": "the ωB97M-V functional and the def2-TZVPD basis",
  "elements": ["H", "H", "C", "C", "O", "C", "H", "C", "W", "H", "C", "N", "H", "Ge", "H", "H", "H", "C", "C", "H", "C", "H", "H", "H", "C", "H", "H", "C", "H", "H", "O", "C", "C", "O", "H", "H", "C", "H", "C", "H", "H", "C", "C", "N", "H", "H", "H", "C", "H", "H", "C", "C", "H", "C", "H", "C", "H", "C", "C", "H", "H", "H", "H", "N", "C", "H", "C", "C", "C", "H", "H", "C", "N", "C", "C", "N", "C", "H", "C", "C", "C", "C", "C", "C", "H", "H", "C", "C", "C", "C", "F", "H", "C", "H", "C", "H", "C", "C", "H", "H", "H", "H", "C", "H", "H", "C", "H", "H", "C", "H", "H", "C", "H", "H", "C", "H", "C", "H", "C", "C"],
  "xyz": [[-3.30785, -2.42629, -0.59540], [-3.15905, -0.35523, 4.19165], [-3.89590, -6.15803, -1.34913], [3.48783, 7.83593, -0.19666], [3.72853, -1.34893, 2.58517], [2.78596, -0.99840, 1.89112], [-2.71644, -5.77181, 1.69716], [2.32924, 4.80386, -1.13350], [-0.15582, -1.48499, 0.65780], [4.60280, 0.83799, 2.33942], [0.11881, -5.77314, -5.43960], [2.32900, 6.14762, -1.55834], [-0.33703, -1.09510, 6.50732], [-0.88874, -3.24909, -2.14554], [4.36734, 3.46419, 3.67567], [2.06205, -6.40473, -6.10237], [-2.39974, 1.46134, -5.27533], [-3.26798, 0.58440, -1.29082], [1.44789, -4.45277, -3.40280], [-3.56821, -0.34789, -1.74881], [2.16859, -5.17295, -4.34613], [3.58395, 7.61061, -2.33404], [-0.47636, -5.23985, 5.52696], [-1.01995, 1.83289, 0.91561], [-0.95540, 0.59139, -3.94312], [0.29325, -0.51234, -2.58652], [-0.24717, -6.29327, 1.40443], [3.88480, 1.19844, 1.61245], [-0.05851, 0.35391, 2.30763], [1.00720, 7.12955, 0.61514], [1.71840, -1.65788, 1.65706], [1.95153, 0.82367, 0.26234], [-2.40114, 0.12608, 3.57147], [0.97519, 0.17806, -0.15217], [-3.25812, -4.79244, 3.07285], [0.96131, -5.41002, 2.35739], [-3.90460, 1.76253, -1.62965], [-4.04463, -7.21379, -1.54275], [-4.84212, -5.44179, -0.63124], [-1.01775, 0.39958, 5.16794], [2.16655, 9.24439, 0.61053], [-0.61074, -0.51977, -3.18702], [3.50504, 6.96121, -1.45094], [2.21370, 8.63774, -0.20776], [-0.40804, -6.28841, -6.23392], [-0.03372, -4.55780, 1.16850], [3.93723, 4.78880, 2.59745], [1.37299, 3.92747, -1.66096], [-4.03363, 3.89501, -1.33840], [1.03788, 7.54563, -2.42783], [-0.03395, -5.34910, 1.91298], [-4.63188, -4.09333, -0.37351], [0.84256, -3.68067, -0.33817], [0.25399, -2.82841, -0.68452], [-0.31498, 1.46798, -3.94943], [-1.10121, -5.07052, 2.96934], [-2.01365, -6.10369, -2.36494], [5.16827, 3.25162, 1.68207], [-2.47698, -4.90355, 2.31728], [1.05028, 0.51344, 3.69598], [0.23990, 6.23777, -1.57677], [-1.67584, -5.00225, -4.57111], [-3.85830, -0.53779, -5.26308], [-1.51087, -0.54959, -0.06829], [0.03348, 0.68952, 3.34319], [-2.17607, 3.92035, 0.31269], [-1.82251, 1.81719, 0.18819], [-0.50374, -4.19909, 5.22072], [-0.76560, -3.91088, 3.88904], [2.21836, 9.24590, -1.03090], [3.24933, -5.21801, -4.28214], [0.05698, -4.37867, -3.45910], [-0.87963, -2.22021, 2.14952], [-0.41809, -1.88563, 5.76692], [1.50413, -5.83763, -5.36726], [4.06995, 2.46075, 1.13591], [-2.59289, -1.63783, -3.92085], [4.39589, 6.33675, -1.43794], [-1.00641, -0.06811, 4.17799], [3.23580, 4.31920, -0.20407], [4.73843, 4.09986, 2.87196], [-3.52062, 2.97913, -1.07257], [-0.68946, -1.53548, 4.44947], [-2.53166, -4.17083, -1.57661], [-5.35282, -3.53068, 0.20761], [-5.73396, -5.93422, -0.26306], [-0.28866, -3.20456, 6.16205], [-1.42635, -1.64949, -3.16015], [-2.12474, 0.59021, -4.69272], [2.87263, 0.37505, 1.24842], [0.54531, 4.39200, -2.62276], [-2.45182, -0.30776, 2.57337], [-2.47765, 2.98709, -0.15577], [0.11514, 8.39286, -0.26999], [1.25148, 2.64459, -1.22129], [5.58062, 4.67733, 3.25449], [-0.59337, -5.04804, -4.49389], [-2.94256, -0.52941, -4.68352], [4.32206, 8.53434, -0.15530], [1.97353, -3.93817, -2.60488], [-3.25200, -2.50079, -3.90715], [-2.48754, -4.02178, 1.67867], [0.99482, 7.75192, -0.27924], [5.58841, 3.86297, 0.88217], [0.46682, 1.99310, -1.58902], [-3.48566, -3.46711, -0.84073], [-2.64178, 1.19086, 3.49866], [-1.15292, -5.94992, 3.62004], [-2.75022, -5.52494, -1.81564], [3.96527, 4.98866, 0.22842], [5.94917, 2.55318, 1.97607], [3.18015, 2.98190, 0.21603], [-4.71621, 1.73275, -2.34753], [-0.17744, 1.76409, 3.35133], [1.09797, 6.90206, -1.54023], [3.46392, 7.23419, 0.71085], [-0.76232, -2.55536, 3.45918], [-0.06988, -3.45544, 7.19262], [-2.19458, 0.57409, -0.37605], [2.15370, 2.16067, -0.26536]],
  "total_charge": 0,
  "lumo_energy_ha": -0.080,
  "relative_energy_kj_mol": 0.0,
  "gap_ev": 3.06
}

3.
{
  "formula": "C2H3F2O2S",
  "method": "the ωB97M-V functional and the def2-TZVPD basis",
  "elements": ["F", "S", "O", "H", "F", "O", "H", "C", "C", "H"],
  "xyz": [[2.35173, 0.93127, 0.11904], [1.48333, 0.53622, -2.40071], [0.92123, 1.98621, -1.33539], [-0.08502, 0.57698, 1.03054], [2.43332, -1.04137, -2.30066], [0.24835, 0.04733, -2.98738], [0.50359, -0.92257, 0.27324], [0.13601, 0.08622, 0.08174], [1.19079, 0.83090, -0.69109], [-0.75804, 0.03581, -0.53169]],
  "total_charge": -1,
  "lumo_energy_ha": 0.153,
  "relative_energy_kj_mol": 9.4,
  "gap_ev": 8.95
}

4.
{
  "formula": "C36H38BaCl2N7O4P2",
  "method": "the ωB97M-V functional and the def2-TZVPD basis",
  "elements": ["C", "C", "H", "C", "C", "H", "C", "N", "H", "C", "H", "H", "H", "P", "H", "H", "C", "P", "C", "C", "H", "C", "H", "Ba", "H", "H", "H", "C", "C", "C", "H", "H", "Cl", "C", "C", "H", "C", "C", "H", "C", "C", "C", "H", "H", "Cl", "O", "C", "C", "H", "C", "H", "N", "H", "C", "C", "C", "H", "H", "H", "H", "C", "C", "H", "N", "C", "N", "H", "H", "C", "O", "O", "H", "H", "H", "H", "C", "N", "H", "O", "H", "N", "N", "C", "H", "C", "H", "H", "C", "C", "C"],
  "xyz": [[0.14108, 0.81661, 4.10274], [3.16966, -2.80525, -1.34721], [-1.29491, -1.02263, 3.21401], [-3.23158, -0.65139, 2.25267], [-3.77471, -0.96134, -0.62855], [2.47421, -2.21598, 3.50705], [0.40083, -4.44718, -4.74093], [-0.72991, -3.66463, -2.77624], [3.29438, 0.79009, 2.06572], [-2.03071, 4.78794, -3.20829], [-4.96042, -1.46248, 3.21819], [-0.76164, -4.53952, -6.54353], [-0.03475, 4.61961, -2.42856], [-2.40746, -0.66074, 0.55788], [-2.70515, -1.36498, 4.22491], [2.01727, 2.08270, -1.18579], [4.47980, -1.58177, 0.26493], [0.57893, 1.55805, 1.45098], [0.37431, -4.10386, -3.39400], [5.62994, -1.85516, -0.46077], [-4.47720, -2.39251, 1.80276], [2.75068, 1.91470, -0.39557], [3.05034, 0.87005, -0.40780], [0.12185, -1.26965, -1.52534], [-4.08692, -2.00225, -0.53277], [-0.18952, 3.86501, 1.67530], [-1.79026, 5.57717, -3.90894], [-1.91075, -3.86087, -4.85557], [-3.35770, 4.30334, -3.14234], [2.21544, 3.89320, 0.98942], [-5.31537, -0.84531, 1.60161], [4.16512, 2.32188, 1.90205], [7.14557, -1.21097, 0.11050], [-3.68715, 3.29139, -2.28741], [-4.57532, -1.37966, 2.19767], [1.52567, 4.29729, 0.24854], [4.33522, -3.13396, -2.02726], [0.66681, 0.16675, 5.14508], [3.63491, 2.51535, -0.62728], [1.62852, -0.91517, 4.97648], [3.23170, -2.06955, -0.13332], [-0.75443, -4.30838, -5.48556], [-2.50684, 1.28966, 2.88835], [-4.68509, 2.87561, -2.23899], [6.99655, -3.06070, -2.49512], [-1.65166, 0.12266, -3.16509], [1.83175, -1.36870, 3.71914], [-1.05814, 4.26831, -2.40301], [-2.24397, -2.46796, 2.91645], [-3.45608, 0.77432, 2.74890], [2.84609, 2.16671, 3.07368], [0.51516, 0.50714, 2.76167], [4.28667, -3.74210, -2.91692], [1.22046, -0.77031, 2.59251], [-1.84713, -3.55993, -3.50891], [3.18277, 1.87407, 2.07555], [-2.84141, -3.74173, -5.39277], [2.10066, -1.37136, 5.83412], [-4.06422, 1.35521, 2.05226], [-0.64102, 1.54380, 4.23800], [-2.30831, -1.41684, 3.20620], [-2.04518, 1.10763, 0.04536], [0.42752, 3.30272, 3.24167], [-0.45426, 2.76549, -0.62945], [-0.15205, 3.02292, 2.36138], [1.89469, -3.10358, -1.87361], [-1.17632, 2.81742, 2.67443], [-4.10922, 4.73151, -3.79316], [1.54847, -0.99598, 1.28094], [1.03801, 0.05882, 0.52499], [2.41722, -5.15642, -2.86286], [1.97337, 4.30956, 1.96588], [-2.73194, -3.22951, -2.97419], [0.29894, 0.42488, 6.13074], [-3.96612, 0.74959, 3.71703], [-1.38636, 3.23460, -1.50176], [2.13640, -2.01304, 0.69833], [-4.62700, -0.29977, -0.49045], [0.34000, 0.21271, -3.83864], [1.33051, -4.80605, -5.15810], [-0.84293, 0.57106, -4.01790], [-2.97791, 1.64951, -0.68933], [1.69451, -4.18222, -2.62642], [4.55748, -1.02572, 1.19060], [-2.69104, 2.72750, -1.46289], [3.22359, 4.23162, 0.73550], [-3.38620, -0.79700, -1.63585], [2.22050, 2.35912, 0.97531], [-0.75113, 1.76270, 0.15110], [5.56382, -2.65383, -1.59013]],
  "total_charge": -1,
  "lumo_energy_ha": 0.055,
  "relative_energy_kj_mol": 334.2,
  "gap_ev": 4.96
}